No. 1
Computed, not measured: a cluster of 6 separate species, C40H90N6O3 in total, with ωB97M-V/def2-TZVPD.

## Properties
**Total energy**: -2130.81618 Eh
**Gap between HOMO and LUMO**: 9.50 eV
**ΔE to the lowest compared entry with this formula, charge and spin**: 23.9 kcal per mole
**Charge**: +4
**Highest occupied orbital energy**: -16.8 eV

```
139
C40H90N6O3, DFT ωB97M-V/def2-TZVPD
N -0.32 0.24 0.19
O 0.69 0.79 0.50
O -0.83 0.44 -0.90
O -0.89 -0.53 0.96
C 1.43 -0.29 -4.59
C 0.93 0.80 -3.66
C 1.28 2.21 -4.15
N 0.84 3.41 -3.21
C -0.67 3.31 -2.94
C 1.15 4.73 -3.85
C 2.65 4.90 -3.63
C 2.88 4.31 -2.27
C 1.71 3.44 -1.93
H 0.97 -1.26 -4.38
H 2.51 -0.38 -4.51
H 1.33 -0.15 -5.66
H 1.25 0.49 -2.66
H -0.15 0.69 -3.78
H 0.71 2.32 -5.07
H 2.36 2.23 -4.28
H -0.87 2.28 -2.64
H -1.19 3.66 -3.84
H -1.04 3.90 -2.10
H 0.43 5.44 -3.44
H 0.91 4.74 -4.91
H 2.91 5.96 -3.68
H 3.32 4.53 -4.41
H 2.92 5.03 -1.44
H 3.84 3.80 -2.36
H 1.01 3.83 -1.19
H 2.00 2.45 -1.57
C 0.87 -3.07 -2.41
C 0.66 -3.86 -1.10
C 1.43 -3.24 0.14
N 1.22 -3.98 1.49
C 1.76 -5.45 1.26
C 2.07 -3.22 2.57
C 1.20 -3.29 3.78
C -0.27 -3.24 3.37
C -0.27 -3.89 2.00
H 0.00 -3.20 -3.06
H 1.73 -3.44 -2.97
H 0.91 -2.01 -2.18
H 0.82 -4.94 -1.20
H -0.40 -3.79 -0.85
H 1.07 -2.23 0.31
H 2.51 -3.20 -0.06
H 2.74 -5.63 0.81
H 1.03 -6.03 0.71
H 1.98 -5.75 2.29
H 3.08 -3.63 2.63
H 2.16 -2.16 2.31
H 1.27 -4.35 4.05
H 1.43 -2.63 4.62
H -0.97 -3.69 4.08
H -0.75 -2.29 3.12
H -0.75 -4.87 2.03
H -0.89 -3.29 1.33
C -5.04 1.63 -0.67
C -4.40 0.34 -0.09
C -5.18 -0.41 0.95
N -4.44 -1.34 1.84
C -3.66 -2.40 0.99
C -5.55 -2.11 2.60
C -5.86 -1.35 3.82
C -4.56 -0.55 4.12
C -3.64 -0.61 2.89
H -5.52 2.24 0.09
H -5.74 1.39 -1.46
H -4.33 2.22 -1.25
H -3.39 0.63 0.19
H -4.09 -0.38 -0.85
H -5.99 -1.04 0.59
H -5.56 0.35 1.63
H -3.25 -3.15 1.67
H -2.82 -1.92 0.48
H -4.42 -2.78 0.30
H -5.00 -2.98 2.95
H -6.39 -2.41 1.97
H -6.10 -1.89 4.74
H -6.71 -0.69 3.63
H -4.12 -0.89 5.06
H -4.78 0.51 4.23
H -2.81 -1.26 3.16
H -3.25 0.38 2.65
C -4.33 2.68 6.73
C -3.36 3.61 6.03
C -3.72 3.59 4.43
N -2.75 4.50 3.64
C -2.50 5.94 4.30
C -3.33 4.62 2.22
C -2.98 3.35 1.49
C -1.65 2.85 2.10
C -1.47 3.70 3.35
H -4.41 2.84 7.80
H -4.00 1.64 6.79
H -5.33 2.61 6.32
H -2.34 3.27 6.20
H -3.54 4.61 6.44
H -4.72 4.02 4.32
H -3.52 2.54 4.22
H -1.75 6.52 3.76
H -2.07 5.71 5.27
H -3.46 6.46 4.21
H -2.80 5.48 1.80
H -4.40 4.84 2.17
H -2.98 3.40 0.40
H -3.75 2.64 1.80
H -0.75 3.08 1.54
H -1.54 1.81 2.42
H -0.78 4.54 3.24
H -1.03 3.22 4.23
C 4.17 -0.37 -0.98
C 4.43 -1.45 -2.04
C 5.90 -1.39 -2.56
N 6.25 -2.42 -3.72
C 7.71 -2.29 -4.08
C 5.91 -3.90 -3.38
C 4.65 -4.24 -4.09
C 4.63 -3.45 -5.34
C 5.33 -2.10 -4.97
H 4.27 0.63 -1.40
H 4.82 -0.40 -0.11
H 3.13 -0.39 -0.64
H 3.76 -1.23 -2.87
H 4.17 -2.46 -1.73
H 6.65 -1.67 -1.82
H 6.23 -0.43 -2.96
H 7.93 -1.26 -4.37
H 7.84 -2.97 -4.92
H 8.30 -2.54 -3.19
H 6.74 -4.55 -3.66
H 5.80 -3.96 -2.29
H 4.58 -5.28 -4.42
H 3.83 -4.07 -3.40
H 5.11 -3.90 -6.20
H 3.57 -3.38 -5.59
H 5.87 -1.62 -5.78
H 4.55 -1.42 -4.63
```

---

No. 2
Computed, not measured: a structure of composition C26H21N5OPdS3, with ωB97M-V/def2-TZVPD.

## Properties
**<S²>**: 2.014
**Total energy**: -2674.81596 Eh
**Gap between HOMO and LUMO (spin up / spin down)**: 6.76 / 5.91 eV
**2S+1**: 3
**Highest occupied orbital energy (spin up / spin down)**: -7.3 / -7.3 eV

```
57
C26H21N5OPdS3, DFT ωB97M-V/def2-TZVPD
Pd -1.88 0.54 -0.25
C 0.34 2.81 -1.26
C 0.34 1.75 -0.19
N -0.52 1.94 0.78
N -0.23 1.42 2.05
C -1.15 0.78 2.67
S -2.71 0.31 2.01
S -0.90 0.39 4.40
C 0.77 -0.36 4.42
C 0.73 -1.84 4.69
C 1.23 -2.36 5.89
C 1.16 -3.72 6.17
C 0.57 -4.58 5.25
C 0.07 -4.08 4.05
C 0.15 -2.72 3.78
C 1.34 0.71 -0.20
C 2.67 0.97 -0.56
C 3.63 -0.02 -0.51
C 3.23 -1.31 -0.11
C 1.92 -1.60 0.20
C 0.91 -0.60 0.13
O -0.34 -0.91 0.29
H 0.86 3.69 -0.89
H -0.68 3.13 -1.49
H 0.83 2.47 -2.17
H 1.34 0.16 5.18
H 1.19 -0.12 3.45
H 1.69 -1.68 6.61
H 1.55 -4.10 7.10
H 0.50 -5.64 5.47
H -0.40 -4.74 3.34
H -0.26 -2.33 2.85
H 2.96 1.98 -0.84
H 4.66 0.19 -0.75
H 3.98 -2.10 -0.04
H 1.62 -2.60 0.49
N -1.80 1.78 -4.28
C -0.69 0.97 -4.52
C 0.23 0.91 -5.56
C 1.24 -0.01 -5.43
C 1.34 -0.85 -4.30
C 0.42 -0.79 -3.28
C -0.61 0.15 -3.40
N -1.65 0.45 -2.52
C -2.31 1.43 -3.08
C -3.41 2.13 -2.38
C -4.17 3.16 -2.80
S -5.19 3.67 -1.52
C -4.52 2.49 -0.50
N -3.62 1.75 -1.06
H -2.16 2.49 -4.89
H 0.16 1.56 -6.43
H 1.99 -0.09 -6.21
H 2.15 -1.56 -4.24
H 0.49 -1.41 -2.40
H -4.21 3.63 -3.77
H -4.83 2.37 0.54
```

---

No. 3
Computed, not measured: a structure of composition C4H9NOPS, with ωB97M-V/def2-TZVPD.

## Properties
**Total energy**: -1027.07948 Eh
**Gap between HOMO and LUMO**: 10.58 eV
**ΔE to the lowest compared entry with this formula, charge and spin**: 31.3 kcal per mole
**Charge**: +1
**Highest occupied orbital energy**: -14.7 eV

```
17
C4H9NOPS, DFT ωB97M-V/def2-TZVPD
C -2.19 0.91 1.06
C -2.67 0.58 -0.32
C 1.90 -0.44 0.60
C 1.09 0.09 -0.59
N -1.07 0.43 1.37
O -1.78 -0.26 -1.01
P -0.52 -0.58 -0.03
S -0.41 -2.62 -0.04
H -2.68 1.33 1.92
H -3.49 -0.07 -0.15
H -3.08 1.44 -0.92
H 1.29 -0.55 1.56
H 2.34 -1.40 0.38
H 2.73 0.27 0.73
H 1.58 -0.37 -1.37
H 0.99 1.10 -0.66
H -1.62 -2.74 -0.65
```

---

No. 4
Computed, not measured: a cluster of 2 separate species, CH5N2Si in total, with ωB97M-V/def2-TZVPD.

## Properties
**Total energy**: -439.60686 Eh
**Gap between HOMO and LUMO (spin up / spin down)**: 6.31 / 6.18 eV
**ΔE to the lowest compared entry with this formula, charge and spin**: 129.3 kcal per mole
**Charge**: +1
**Highest occupied orbital energy (spin up / spin down)**: -12.1 / -11.9 eV

```
9
CH5N2Si, DFT ωB97M-V/def2-TZVPD
C -0.84 -1.68 -0.70
N -0.47 -0.57 -0.08
N -0.22 0.45 0.40
Si 1.40 2.31 0.85
H -0.49 -1.33 -1.72
H -0.14 -2.53 -0.58
H -1.84 -2.05 -0.45
H 2.58 3.18 0.97
H 0.01 2.22 1.31
```

---

No. 5
Computed, not measured: the molecule C19H24N6O3, with ωB97M-V/def2-TZVPD.

## Properties
**Total energy**: -1292.58883 Eh
**Gap between HOMO and LUMO**: 7.72 eV
**ΔE to the lowest compared entry with this formula, charge and spin**: 71.4 kcal per mole
**Highest occupied orbital energy**: -7.7 eV

```
52
C19H24N6O3, DFT ωB97M-V/def2-TZVPD
C -3.32 -3.60 0.62
C -2.64 -2.32 0.28
N -3.41 -1.27 0.17
C -2.86 -0.11 -0.24
N -1.55 0.10 -0.36
C -0.72 -0.91 -0.14
N 0.59 -0.61 -0.06
C 1.63 -1.38 0.58
H 2.01 -0.78 1.42
H 1.25 -2.32 0.98
C 2.76 -1.62 -0.43
N 3.28 -0.36 -0.93
C 4.30 0.30 -0.26
C 4.91 1.42 -0.85
C 5.96 2.07 -0.24
C 6.46 1.63 0.98
C 5.89 0.51 1.56
C 4.83 -0.14 0.96
H 4.41 -1.00 1.46
H 6.26 0.15 2.51
H 7.28 2.14 1.45
H 6.40 2.93 -0.72
H 4.56 1.77 -1.81
C 2.22 0.40 -1.55
H 1.83 -0.19 -2.39
C 1.08 0.66 -0.55
H 1.46 1.26 0.29
H 0.26 1.19 -1.02
H 2.59 1.35 -1.93
H 2.36 -2.18 -1.28
H 3.56 -2.21 0.02
C -1.25 -2.23 0.05
N -0.48 -3.39 -0.19
O 0.37 -3.32 -1.07
O -0.73 -4.41 0.42
N -3.69 0.90 -0.54
C -3.23 2.23 -0.84
H -2.15 2.21 -0.95
C -3.65 3.17 0.29
H -3.41 4.21 0.04
O -5.04 3.12 0.51
C -5.46 1.82 0.84
H -6.54 1.88 0.99
C -5.11 0.82 -0.27
H -5.36 -0.19 0.02
H -5.65 1.10 -1.18
H -4.98 1.50 1.78
H -3.11 2.89 1.21
H -3.69 2.56 -1.78
H -3.08 -4.37 -0.11
H -4.39 -3.43 0.64
H -2.98 -3.96 1.59
```

---

No. 6
Computed, not measured: a cluster of 16 separate species, C4H39O17 in total, with ωB97M-V/def2-TZVPD.

## Properties
**Total energy**: -1454.94992 Eh
**Gap between HOMO and LUMO**: 9.86 eV
**ΔE to the lowest compared entry with this formula, charge and spin**: 73.0 kcal per mole
**Charge**: -1
**Highest occupied orbital energy**: -7.4 eV

```
60
C4H39O17, DFT ωB97M-V/def2-TZVPD
C -1.06 -0.52 -0.39
C -2.54 -0.68 0.12
C -3.41 -0.81 -1.16
O -3.23 -2.10 -1.74
C 0.03 -1.04 0.55
O 0.98 -1.82 -0.20
H -1.07 -1.14 -1.28
H -0.78 0.49 -0.73
H -2.68 0.13 0.85
H -2.55 -1.56 0.74
H -4.40 -0.76 -0.70
H -3.19 -0.09 -1.95
H -0.47 -1.76 1.21
H 0.51 -0.15 0.96
H 0.96 -2.74 0.07
H 3.90 -0.50 -0.70
H 2.82 -1.32 -0.12
O 3.79 -1.30 -0.15
H -1.26 1.57 -3.68
H 0.92 1.97 -3.38
O 0.21 2.15 -2.76
H 0.75 -2.05 -3.49
H 0.74 -0.81 -2.52
O 0.70 -1.09 -3.44
H 1.58 1.43 2.59
H 0.22 2.15 2.67
O 0.77 1.50 3.14
H 0.65 1.84 -1.92
H 2.08 2.59 -0.62
O 1.47 1.88 -0.43
H 2.23 1.39 0.82
H 3.39 0.45 0.64
O 2.97 0.93 1.37
H 0.88 -1.74 2.61
H 0.45 -2.49 3.84
O 0.76 -2.63 2.95
H -2.27 3.93 -1.85
H -0.70 3.50 -1.89
O -1.36 4.15 -1.62
H -2.45 -2.17 -2.29
H -1.15 0.17 -4.43
O -1.72 0.92 -4.24
H 2.35 -0.33 -2.59
H 2.13 0.94 -1.58
O 2.80 0.32 -2.04
H -1.61 -3.76 0.11
H -0.24 -4.20 0.45
O -0.99 -4.48 -0.08
H 3.00 -1.52 2.79
H 3.62 -0.13 2.76
O 3.51 -0.91 3.33
H -3.02 1.20 2.81
H -2.42 2.14 1.71
O -3.24 1.76 2.06
H -0.02 2.11 0.55
H -0.99 3.35 0.34
O -0.56 2.80 1.01
H -1.24 0.08 4.50
H -0.87 0.72 3.21
O -1.59 0.17 3.60
```

---

No. 7
Computed, not measured: the molecule C4H11O2PS3, with ωB97M-V/def2-TZVPD.

## Properties
**Total energy**: -1845.44450 Eh
**Gap between HOMO and LUMO**: 9.27 eV
**ΔE to the lowest compared entry with this formula, charge and spin**: 0.0 kcal per mole
**Highest occupied orbital energy**: -8.8 eV

```
21
C4H11O2PS3, DFT ωB97M-V/def2-TZVPD
C -1.75 2.58 0.76
C -0.31 -2.33 -0.89
C -2.17 1.08 0.87
C -0.72 -1.24 0.01
O 2.07 0.29 -1.64
O 3.26 -1.57 -0.47
P 2.52 -0.16 -0.15
S 0.83 -0.49 1.04
S -1.60 0.21 -0.73
S 3.81 1.13 0.64
H -0.71 2.59 0.69
H -2.30 3.06 -0.06
H -2.11 3.18 1.71
H 0.35 -2.83 -0.31
H 0.03 -1.97 -1.78
H -1.09 -3.08 -1.00
H -3.20 0.79 1.04
H -1.41 0.49 1.44
H -1.19 -1.58 0.96
H 1.52 1.04 -1.49
H 4.17 -1.20 -0.64
```

---

No. 8
Computed, not measured: a cluster of 5 separate species, C32H77IN2O18P5 in total, with ωB97M-V/def2-TZVPD.

## Properties
**Total energy**: -4733.16173 Eh
**Gap between HOMO and LUMO**: 7.52 eV
**Charge**: +1
**Highest occupied orbital energy**: -11.5 eV

```
135
C32H77IN2O18P5, DFT ωB97M-V/def2-TZVPD
C 3.00 -1.17 -4.11
C 1.86 -0.18 -3.37
O 0.55 -0.75 -3.71
C -0.40 -0.63 -2.58
N -0.80 -1.92 -1.83
C -2.21 -2.48 -2.08
C -2.92 -1.53 -3.22
C -2.91 -2.18 -4.72
C -4.10 -1.63 -5.72
N -4.09 -0.31 -6.08
C -1.88 -0.26 -3.26
P -2.49 1.25 -2.26
O -3.31 2.28 -3.45
I -4.10 0.52 -0.50
H 4.07 -0.78 -3.81
H 2.79 -1.06 -5.27
H 2.79 -2.25 -3.72
H 2.07 -0.07 -2.23
H 1.99 0.88 -3.89
H -0.22 0.33 -1.92
H -0.13 -2.66 -2.15
H -0.82 -1.62 -0.84
H -2.07 -3.62 -2.35
H -2.72 -2.53 -1.01
H -4.04 -1.37 -2.92
H -3.09 -3.34 -4.59
H -1.82 -2.08 -5.19
H -4.97 -2.35 -6.09
H -3.26 0.18 -5.66
H -1.52 0.04 -4.36
H -4.29 2.25 -3.19
O 0.75 0.33 2.09
P 0.83 1.41 3.19
O 1.95 0.60 4.10
C 3.31 0.67 3.71
C 3.91 2.02 4.07
O -0.51 0.85 4.00
C -1.57 0.24 3.27
C -1.44 -1.27 3.26
O 0.92 2.63 4.41
C 0.14 3.79 4.21
C -1.34 3.56 4.50
H 3.41 0.46 2.65
H 3.84 -0.12 4.26
H 3.46 2.81 3.47
H 4.99 2.02 3.89
H 3.72 2.26 5.12
H -1.61 0.65 2.25
H -2.51 0.52 3.75
H -0.42 -1.60 3.02
H -2.13 -1.72 2.54
H -1.67 -1.67 4.25
H 0.28 4.17 3.20
H 0.51 4.55 4.91
H -1.81 3.04 3.67
H -1.87 4.51 4.63
H -1.48 2.95 5.40
O 7.20 -3.80 0.20
P 7.37 -3.53 1.72
O 6.23 -2.33 1.78
C 4.86 -2.71 1.84
C 4.50 -3.21 3.22
O 8.68 -2.52 1.51
C 9.58 -2.75 0.42
C 9.22 -1.88 -0.77
O 7.56 -3.24 3.41
C 8.49 -4.06 4.10
C 9.93 -3.67 3.83
H 4.65 -3.46 1.08
H 4.28 -1.82 1.61
H 5.01 -4.15 3.44
H 3.42 -3.38 3.30
H 4.80 -2.49 3.99
H 9.59 -3.81 0.16
H 10.59 -2.50 0.77
H 8.16 -1.90 -1.00
H 9.78 -2.20 -1.66
H 9.48 -0.83 -0.56
H 8.31 -5.11 3.84
H 8.29 -3.94 5.17
H 10.25 -4.04 2.86
H 10.60 -4.10 4.58
H 10.05 -2.58 3.83
O 3.95 5.84 -1.01
P 2.65 5.90 -1.85
O 2.54 7.55 -1.81
C 3.34 8.30 -2.71
C 2.78 8.24 -4.12
O 1.65 5.63 -0.54
C 2.12 4.81 0.53
C 2.70 5.65 1.66
O 1.19 5.97 -2.79
C 0.68 4.74 -3.26
C -0.02 3.94 -2.16
H 4.37 7.94 -2.68
H 3.33 9.33 -2.36
H 2.86 7.22 -4.52
H 3.33 8.91 -4.78
H 1.72 8.50 -4.13
H 2.84 4.07 0.16
H 1.27 4.24 0.91
H 3.38 6.42 1.29
H 3.23 5.02 2.38
H 1.90 6.18 2.18
H 1.48 4.15 -3.71
H -0.05 4.97 -4.03
H 0.71 3.45 -1.52
H -0.66 3.16 -2.59
H -0.64 4.59 -1.53
O -6.85 -3.32 0.59
P -8.15 -3.25 -0.25
O -8.26 -1.60 -0.21
C -7.46 -0.86 -1.11
C -8.02 -0.92 -2.52
O -9.15 -3.53 1.06
C -8.68 -4.35 2.13
C -8.10 -3.50 3.25
O -9.61 -3.18 -1.19
C -10.12 -4.42 -1.66
C -10.82 -5.21 -0.56
H -6.43 -1.21 -1.08
H -7.47 0.18 -0.76
H -7.94 -1.93 -2.92
H -7.47 -0.24 -3.18
H -9.08 -0.65 -2.53
H -7.96 -5.08 1.76
H -9.53 -4.92 2.51
H -7.42 -2.74 2.89
H -7.57 -4.13 3.97
H -8.90 -2.98 3.78
H -9.32 -5.01 -2.11
H -10.85 -4.18 -2.44
H -10.09 -5.71 0.08
H -11.46 -5.99 -0.99
H -11.44 -4.56 0.07
```